# 1
H80O40 | ωB97M-V/def2-TZVPD

CARTESIAN COORDINATES (ANGSTROEM)
O -1.6636 -0.9277 1.4299
O -5.9862 0.0440 3.5220
O -1.4416 -2.7009 -5.5872
O 1.7494 2.0573 -5.4937
O 0.2949 -1.1149 4.6422
O -0.2809 1.4570 1.4833
O 0.3011 -0.8742 -1.7722
O -2.4657 2.9221 0.3355
O 2.6384 1.9281 0.8990
O -2.3191 2.7319 4.6220
O 4.4921 -0.2904 3.5612
O 2.2756 -6.3667 -0.7278
O 4.1884 4.4935 -1.0681
O -1.6353 -2.9169 4.8860
O 0.5809 -3.6934 3.7787
O 0.3855 -5.7342 -3.2940
O 1.6928 -0.6455 0.3646
O 4.9589 1.1301 -0.7289
O 3.1710 2.4304 3.5964
O -0.7998 3.3960 -5.7408
O 1.1200 -3.8425 -0.5001
O 2.7034 3.1825 -2.9028
O -4.8758 0.8053 0.7099
O 0.4781 1.6515 4.3398
O -2.3637 3.2033 -3.0067
O -4.4893 -5.2476 -0.2413
O -2.6173 -0.2056 -4.1463
O -2.9588 -2.9939 2.9932
O -3.8441 4.5762 -1.1019
O -0.0434 4.7139 -2.8644
O 0.3088 1.0818 -3.5084
O 0.7243 4.1728 0.3688
O 4.2942 -1.5323 1.0644
O 0.0982 -5.5814 2.0158
O 2.0697 5.4197 2.3604
O 3.6320 -0.1278 -2.9285
O -5.2641 -2.5377 2.2286
O -0.0179 2.5045 -1.3832
O 1.7737 -3.0809 -2.7668
O -1.2096 -3.7376 0.5770
H -1.3236 -3.7980 5.1207
H -1.9371 2.6219 -2.3763
H -1.3867 -1.9659 -6.2276
H -2.6212 0.5074 -4.8358
H 3.8597 -0.9483 -3.3463
H -4.4324 0.7767 -0.1543
H -2.4261 -3.0849 4.2984
H 1.1750 -3.7745 -1.4972
H -2.0834 -3.4164 3.2079
H 5.3119 -0.8855 3.5166
H 4.1315 -0.0466 -2.1051
H 0.7933 3.1945 0.0635
H -0.3518 1.1963 -4.1313
H 1.3919 2.1531 4.1364
H -0.8847 2.4641 -5.4893
H -2.8700 3.8045 -2.4505
H 1.2864 4.9265 2.2757
H -2.0720 1.8277 5.0725
H -3.2016 2.4988 4.4772
H 2.3200 -3.6260 -3.3841
H 2.0513 1.1337 0.9336
H -5.4297 0.3971 2.7798
H -0.6149 4.0853 -3.3229
H -1.8842 3.6453 0.5891
H 1.6760 -2.3292 -3.2697
H 0.8837 1.8907 -3.5881
H 0.5974 -2.7609 3.8153
H -4.5152 4.0089 -0.6726
H -0.5757 -3.6481 1.3538
H 0.5282 3.8335 1.2179
H -4.2858 -5.5315 0.6771
H 2.8289 2.4770 4.5037
H 3.8689 1.7523 3.6843
H 1.1615 -3.0144 -0.0423
H 2.5906 1.8967 1.9182
H 2.2340 3.9882 -2.8279
H 0.5727 -1.0531 5.5463
H -4.5521 -1.9633 2.1112
H -3.8392 5.3207 -0.5634
H 4.6462 0.2972 2.7767
H 4.9751 -1.9637 0.5503
H 5.3516 1.5463 -1.4844
H 0.1630 2.2334 5.0768
H 1.3317 -3.9575 3.2420
H 1.6488 2.9710 -5.6870
H 0.0955 1.5835 -1.5209
H -5.2617 -0.0866 0.7140
H -1.9269 -0.8257 -4.4346
H 1.8806 -5.7260 -1.3100
H -2.4205 -2.2754 2.5301
H -0.6156 -4.1138 -0.0494
H -4.1584 -4.3166 -0.2638
H -5.8207 -0.9161 3.4730
H -2.0962 -3.3218 -5.8440
H 2.5492 1.8537 -5.0316
H 4.4515 5.0086 -0.2648
H 3.6568 -0.9650 0.5969
H -2.1031 2.9897 -0.5697
H 3.5823 3.1627 -2.5716
H 0.5824 -5.6558 1.1785
H 2.3366 -5.9109 0.0593
H -0.7201 -6.0710 1.7126
H 0.6744 -0.7426 -2.6764
H -1.0694 2.0988 1.5779
H -1.3784 -1.7620 0.9545
H -0.5463 -5.8814 -3.0641
H 1.5966 6.2455 2.4149
H 0.1605 -0.1321 4.4836
H -0.8231 5.3318 -2.6805
H -0.9946 -0.5434 1.9196
H 1.2223 -0.5429 -0.4904
H 4.3378 1.7712 -0.4254
H 1.2716 -0.1233 1.0403
H -0.3816 1.2625 0.5627
H 0.5912 3.0934 -1.8556
H 3.2694 4.2473 -0.7387
H -1.1692 3.8523 -4.9526
H -0.4969 -1.3344 -2.0743
H 0.9360 -6.0000 -2.5379
H -4.8927 -3.4062 2.1688

Cartesian forces (eV/Å) of the 2 atoms listed first:
O -2.6 -2.8 -2.3
O 1.0 0.0 -1.0

The value obtained for the orbital gap is 9.282 eV. The energy comes out at -3057.3327 Eh. The value obtained for the relative energy (zero: lowest compared OMol25 entry of this formula, charge and spin) is 11.555 eV. For the HOMO energy, the calculation gives -9.8 eV. Its net charge is 0. The value obtained for the largest force on an atom is 4.47 eV Å⁻¹.

# 2
H80O40 | ωB97M-V/def2-TZVPD

CARTESIAN COORDINATES (ANGSTROEM)
O -0.0641 0.4321 -5.5197
O -5.2145 -2.7758 -1.7513
O 5.4848 -0.7294 -0.8597
O -0.4079 -3.3497 3.5100
O 3.4836 1.5313 0.9909
O 4.4873 -3.0220 -2.0645
O -2.0891 -0.4998 3.0353
O -4.5392 2.8025 -2.6994
O -4.1380 3.3186 -0.0660
O -3.8190 0.5964 -0.2604
O -1.8718 4.6009 0.5609
O 1.0136 -2.3024 -5.8713
O -5.5804 1.2402 2.2265
O -3.4587 2.7876 3.0418
O -2.1870 1.1241 -2.9262
O -4.2729 -2.3964 4.5099
O 2.4448 -6.2860 1.7306
O -0.9284 0.3248 6.2829
O 2.7124 -0.4552 -1.1218
O 2.5291 2.9230 3.2482
O 4.3947 4.4138 -0.8768
O 2.5390 -3.6219 4.1388
O -0.7442 -3.8988 0.5609
O 1.4801 5.8519 1.3910
O -1.1468 1.5293 3.9043
O -2.5556 -2.0651 -0.3467
O 0.9594 2.1375 -2.8845
O -2.9655 5.6121 2.4483
O -3.8195 -2.0369 -4.5411
O 0.1344 1.0421 -0.7791
O 3.2366 0.1809 -5.6180
O 1.5342 2.9588 0.0013
O 4.2627 -3.5688 1.0687
O -5.1060 -1.8417 2.0420
O 4.4603 -0.6205 2.4071
O 0.7517 -2.1490 -0.8469
O 3.2194 -1.8260 -3.7046
O 4.1971 1.8848 -1.9587
O 0.6602 -0.3691 1.5701
O 1.2665 -3.8535 -2.9346
H 4.3723 -3.3191 -2.9857
H 4.1410 -4.2959 1.4618
H 0.3351 0.6778 -4.6451
H -0.4213 1.5328 3.2492
H 0.5589 5.4952 1.3196
H 1.3621 -1.7395 -5.1439
H 6.4312 -0.9200 -0.6590
H 5.2731 0.2289 -1.0975
H 4.7830 -3.0891 0.5269
H 0.4676 0.2490 -0.4669
H -0.6144 0.4767 5.3916
H 1.4968 1.6743 -2.3151
H 0.9412 -3.2059 -3.5085
H 2.9727 0.6597 -6.3358
H 1.2135 -0.9060 0.8770
H -3.1267 -2.4412 -1.0090
H -1.9843 3.9929 1.3458
H -3.1202 -1.4824 -4.9310
H -3.7143 4.1667 0.4394
H -4.0211 3.1937 3.7940
H -2.1079 5.4249 2.7604
H -5.2970 2.4931 -3.0795
H 2.9878 2.1574 3.3429
H 0.1679 1.8341 -2.3733
H 1.2106 3.4168 -0.9210
H -0.3145 -2.4390 3.5733
H 2.7177 -1.2645 -0.6554
H -2.9003 -0.2717 2.8449
H -3.9959 -1.4762 4.7664
H -1.8157 0.5762 6.1931
H 4.2530 1.7798 -2.9393
H -4.8540 3.2343 -1.8916
H -0.9194 -3.6335 4.2286
H 2.8381 0.1680 -0.4212
H -4.9687 0.6596 2.6023
H 0.4542 0.4280 0.9478
H -2.3634 1.6372 -3.8702
H 4.5546 1.7372 1.0814
H 2.2213 -3.7668 -3.0912
H -0.6708 0.9393 -1.3508
H 1.0952 2.1491 -0.3880
H 2.6011 -1.2805 -3.0911
H -1.2212 4.3101 0.0317
H 3.0552 -4.1673 3.5829
H -1.3505 -3.2181 1.0593
H -3.1928 -0.1095 0.1243
H 3.4225 0.8974 -4.9292
H 1.8153 -3.5101 3.6636
H -3.2451 1.3298 -0.5175
H 2.0121 2.8095 2.4819
H 3.5546 -1.4454 -4.4862
H 4.2801 -2.1057 -1.9483
H -5.7506 -3.0020 -2.5053
H -4.5199 2.6431 0.6734
H -5.3057 -2.7492 2.2082
H 1.6097 -6.3622 1.1212
H 4.6488 3.6199 -1.2536
H 0.6508 -1.4642 -6.3234
H -4.7278 -2.1291 1.1895
H -6.3558 0.7379 1.9963
H 3.8307 -0.9199 1.6476
H 3.5091 4.6939 -0.9305
H 3.1485 2.4152 0.4709
H 1.8842 4.9066 1.6601
H 3.8857 0.2027 2.6321
H -4.1933 2.6679 2.2539
H -1.5320 0.2088 2.8687
H -0.7361 1.0314 -5.7885
H 3.8892 1.1704 -1.3897
H -1.4935 2.4752 3.7178
H -4.7548 -1.9752 -2.1316
H 0.1220 -2.8541 -0.5278
H -1.8465 -2.1612 -0.9379
H -4.3458 -2.3501 3.5819
H -2.8395 5.9773 1.4973
H -3.7494 -2.7948 -5.1343
H 1.1153 -2.8287 -1.5169
H 2.9809 -5.6052 1.3681
H -0.1092 -4.2522 1.1001
H -3.1343 1.4593 -2.4908

Cartesian forces (eV/Å) of the 2 atoms listed first:
O 1.5 -1.0 1.0
O 1.1 1.7 -0.3

The value obtained for the orbital gap is 9.607 eV. The energy comes out at -3057.1746 Eh. The value obtained for the relative energy (zero: lowest compared OMol25 entry of this formula, charge and spin) is 15.857 eV. For the HOMO energy, the calculation gives -10.5 eV. Its net charge is 0. The value obtained for the largest force on an atom is 9.09 eV Å⁻¹.

# 3
H80O40 | ωB97M-V/def2-TZVPD

CARTESIAN COORDINATES (ANGSTROEM)
O 2.5897 -4.8626 0.6756
O 4.1660 -1.4954 2.5502
O -0.0898 6.7900 -1.0033
O -1.8201 -1.8303 3.0837
O -1.7840 -2.6207 -2.0247
O -3.6703 2.2690 -1.7345
O -5.5586 2.5797 0.7084
O 3.1535 1.3077 -1.6701
O 5.1615 3.0788 2.4022
O 2.3756 -1.8308 -4.9094
O -5.7903 0.4535 -2.5881
O -4.5165 -3.8043 -2.1604
O -0.6849 -5.8835 -2.1774
O 1.5994 2.5727 2.9847
O 1.5814 2.6823 -4.7243
O -1.8716 0.2685 4.3522
O -1.1310 1.4022 -0.4675
O -1.1007 -4.2236 -5.3429
O 0.3044 4.1701 -2.6060
O 1.1829 2.2767 -0.0771
O 2.9097 4.4040 -0.6117
O -4.5177 -2.0265 3.2080
O 0.7186 -1.7405 -1.5565
O -1.3386 -1.1330 0.4903
O 1.4944 -2.5408 2.1750
O 3.9444 0.9248 0.6455
O -0.4365 0.6091 -3.0504
O 5.2376 -0.0146 4.5754
O -0.0639 2.3577 4.7293
O 6.4531 -0.7049 1.3124
O -2.1763 -4.0895 4.3888
O 3.5797 -1.3099 -2.2311
O -0.5205 -4.5615 2.3389
O 1.6608 -0.9708 4.4213
O -5.8698 0.5144 2.3543
O -2.9829 3.6087 1.5670
O -2.7032 -3.7550 0.7034
O -0.1715 0.9207 -5.6984
O 3.6763 3.8598 -3.2439
O -2.9490 4.7035 -1.1079
H 3.8558 -2.0761 -1.7666
H 3.3944 -4.7328 1.1872
H -0.1768 1.5372 -0.5046
H 1.5624 -1.4746 -1.9357
H -1.7778 -1.7830 2.0973
H 3.9562 1.5631 -0.1153
H 1.9685 3.3859 3.3752
H 1.4086 1.9288 0.8025
H 3.4856 4.1308 -1.3309
H -0.3958 4.5830 -2.0971
H 5.7139 2.4420 1.9331
H -0.2028 -5.4938 -1.4305
H -5.4448 -2.1467 2.9636
H -1.4765 -4.0948 -4.4741
H 3.1662 0.4354 -1.8343
H -6.0156 1.8322 0.3035
H 3.1472 1.8079 -2.4994
H -0.6140 1.6080 4.9923
H -0.0772 3.3444 -2.8952
H -4.3303 -4.7409 -2.1955
H -0.0201 -6.4183 -2.6336
H -3.7633 4.4740 -1.5619
H -0.9419 -2.5852 -1.5713
H -2.1256 3.6597 2.0129
H 4.1716 -0.9078 1.8015
H 3.2484 -1.3467 -3.1004
H -5.6603 -0.3922 2.1226
H -5.6087 1.1586 -3.2087
H 6.3934 -1.3760 2.0119
H -1.9151 1.8907 -0.3208
H 1.3805 1.7875 -5.0278
H 0.4285 -4.7015 2.4855
H 2.5620 -1.1854 -5.5891
H 0.7707 -2.7857 1.6317
H 4.6331 -0.7074 4.3015
H 3.0467 4.5396 -2.9669
H -3.9934 1.6380 -2.3766
H 1.3499 -1.5795 2.2619
H -3.1305 5.2341 -0.3317
H 4.7271 0.7662 4.7468
H 1.4572 -1.9861 -4.7986
H -5.5818 -0.4790 -2.7257
H -0.9753 -1.4952 3.4082
H -2.3854 -0.5279 4.1120
H 3.4452 4.9554 -0.0322
H 6.5170 0.1201 1.8092
H 3.6380 -2.2885 2.5183
H -0.6527 0.0957 -5.5081
H -1.6166 -4.5843 3.7820
H -1.7788 0.7043 3.4840
H -0.7987 6.2228 -1.2938
H 2.4581 2.1365 2.8534
H 0.8926 -1.5233 4.2488
H 0.6212 0.5876 -6.1300
H -1.5931 -3.2469 -2.7307
H 3.4544 3.6516 -4.1562
H 4.8546 3.6827 1.7136
H 0.6460 1.9034 4.1292
H -0.8224 -5.2537 1.7576
H -4.2463 -2.8105 3.6813
H -1.7922 -0.3967 0.0462
H 0.6797 3.0259 -4.6498
H -0.6909 1.1540 -2.2951
H -3.5625 3.2179 2.2364
H -2.6977 -3.2992 1.5635
H 1.1235 3.2044 0.1964
H -0.3748 -0.3233 -2.8338
H 4.7460 0.4208 0.5581
H -1.6660 -1.9243 0.0849
H -4.6213 -3.6518 -1.2156
H -0.4322 -3.5248 -5.2934
H -5.5589 0.6276 3.2575
H 0.6163 6.1946 -0.7346
H -5.5950 2.4581 1.6501
H -2.7577 -4.6602 0.9339
H -4.2643 2.7039 -1.0968
H 1.9105 -0.6676 3.5524
H 0.2429 -1.0466 -1.0814
H -1.9132 -3.1748 4.4636
H 2.3333 -5.7771 0.5917

Cartesian forces (eV/Å) of the 2 atoms listed first:
O -0.5 0.9 -0.3
O 0.7 -0.2 1.7

The value obtained for the orbital gap is 9.282 eV. The energy comes out at -3057.4179 Eh. The value obtained for the relative energy (zero: lowest compared OMol25 entry of this formula, charge and spin) is 9.238 eV. For the HOMO energy, the calculation gives -10.1 eV. Its net charge is 0. The value obtained for the largest force on an atom is 5.56 eV Å⁻¹.

# 4
H80O40 | ωB97M-V/def2-TZVPD

CARTESIAN COORDINATES (ANGSTROEM)
O 2.6607 0.9297 -3.1465
O -5.6738 -1.6033 0.6394
O 1.5151 -3.4080 -5.5114
O 0.4266 -3.6814 2.1323
O -6.2814 1.6142 0.0517
O 3.5816 -4.6044 -1.8221
O -1.3533 2.0981 -0.0371
O -1.6945 3.1645 -4.3027
O -3.2484 -0.3069 -4.3330
O -2.6739 3.8447 -1.5207
O 1.5364 6.0728 1.0634
O -5.2186 0.1197 -1.5979
O 2.5931 -3.3049 3.1890
O 2.9154 0.8841 2.6150
O -3.3458 1.3497 2.0472
O 5.2313 -3.9645 1.9435
O 0.1826 -0.9284 -5.0698
O -1.6295 -1.3545 6.6414
O 0.4678 0.2355 5.1951
O -4.5321 1.8014 -3.8150
O -0.2620 2.1280 2.1372
O -3.4089 -1.0091 3.4207
O -1.0571 -2.7074 -2.7228
O -1.6183 -1.4841 0.1533
O 0.4189 5.2306 -3.1899
O 4.9525 1.9419 1.3685
O 0.3316 -4.4293 -1.3430
O 2.6120 4.1463 -2.7490
O 0.5981 4.1995 3.9226
O -3.4398 -2.4250 -1.8126
O -0.7267 -1.3779 3.7702
O 3.4821 -0.0807 5.5335
O -1.0365 -0.0095 -2.4458
O 0.7582 2.9668 -5.4703
O 2.0256 -1.8873 -2.0170
O 4.9597 -0.6069 2.3686
O -1.2553 -4.4143 3.9509
O 1.0294 0.2150 -0.3153
O 3.6784 -2.1207 0.6374
O 2.9054 2.3017 -0.2037
H 4.2481 2.1863 1.9961
H -2.0046 1.9906 0.4557
H 3.1800 3.0409 0.1762
H 1.1990 -2.1648 -1.9772
H 0.0166 -3.8068 1.4168
H 1.3096 -4.1378 2.0004
H 3.3295 -2.1544 -0.3293
H 0.9477 5.6566 -3.8289
H -2.5105 -1.5146 3.3419
H -0.6720 -4.3012 3.1987
H -4.1723 -0.1493 -4.1754
H 0.3714 2.8297 2.2090
H -3.3794 0.7116 2.5255
H -5.4503 1.5984 0.2885
H 1.7340 0.9768 -2.9213
H -1.6117 2.7995 -0.6264
H 0.8516 3.0495 -4.5029
H 0.9316 5.4175 0.6503
H 0.5650 0.7873 5.9545
H -1.5365 -0.9218 -2.2480
H 4.1044 0.5389 4.8328
H 1.6769 2.8392 -5.6703
H -3.1362 -0.9014 -5.0679
H -0.0340 2.1418 1.1666
H 1.0050 -2.9517 -6.1292
H 2.1560 -1.0184 -2.4721
H 2.6478 0.3055 5.3404
H -0.4139 -0.8612 4.4778
H 1.0465 6.3135 1.8699
H -2.0268 -3.8443 3.6567
H 2.4103 0.3781 1.9892
H 2.0473 3.7678 -2.0853
H -6.6647 0.8674 -0.3819
H -1.3209 -0.6573 0.1492
H 3.4413 3.5815 -2.6326
H -1.4777 2.1895 -3.9966
H -3.6181 1.5978 -3.7305
H 2.9282 0.2095 3.3573
H 4.4138 -1.2133 1.5451
H -3.2870 -2.1849 -0.8955
H 2.8687 -4.3169 -2.3228
H -2.2026 3.7114 -2.3719
H -3.2730 -0.9931 4.4145
H -1.8625 -2.1335 6.1807
H -0.0851 -0.7969 -4.3061
H 0.1978 -3.3840 -1.5922
H -0.1977 -2.2034 3.6222
H 2.8822 -2.2973 1.2425
H 5.1238 1.0124 1.3697
H 0.4207 0.5198 -0.7669
H -0.7271 -1.1732 6.5352
H -5.2675 -0.4784 -2.2426
H 3.4859 -3.2167 2.9366
H -5.1807 1.0998 -1.7810
H 1.4926 -3.1096 -4.6614
H 0.9306 0.1545 0.5565
H 2.9192 1.3083 -2.2514
H 0.8086 5.6182 -2.4882
H 5.4667 -3.0143 2.0322
H -0.3027 3.8689 4.0111
H -1.9776 -1.4000 1.0296
H 0.9764 -0.6067 -5.2087
H -3.2777 4.5729 -1.6834
H -0.9500 -2.8791 -3.6470
H -3.9457 -3.1619 -1.5674
H -1.9699 -3.0446 -2.4994
H -5.1439 -2.3117 1.0154
H 3.6445 -5.4531 -2.0657
H 0.6667 4.7976 4.5391
H -1.3948 3.2969 -5.1561
H -6.5608 -1.7656 0.8476
H 0.3733 1.0184 4.6299
H 2.5054 -3.3948 4.2490
H -4.5010 2.6217 -4.2301
H 3.5887 1.7649 -0.0397
H -0.1536 -4.2592 -0.4957
H 4.9410 -4.1074 1.0129
H -2.6352 1.9913 2.3471
H 5.8973 -0.8346 2.1734
H -1.2324 0.4506 -1.6498

Cartesian forces (eV/Å) of the 2 atoms listed first:
O 0.4 0.6 2.2
O 2.2 0.3 -0.7

The value obtained for the orbital gap is 9.824 eV. The energy comes out at -3057.1238 Eh. The value obtained for the relative energy (zero: lowest compared OMol25 entry of this formula, charge and spin) is 17.241 eV. For the HOMO energy, the calculation gives -10.3 eV. Its net charge is 0. The value obtained for the largest force on an atom is 17.12 eV Å⁻¹.